Entry 1:
The following is a DFT calculation (ωB97M-V with the def2-TZVPD basis set) of a structure of composition C2H2ClIO2S at a distorted geometry.

The value obtained for the total energy is -1383.7024 Eh. The calculation puts the frontier orbital gap (alpha / beta) at 0.281 / 0.259 hartree. The relative energy (zero: lowest compared OMol25 entry of this formula, charge and spin) is 553.6 kJ/mol. The value obtained for the lowest unoccupied orbital energy (alpha / beta) is -0.7 / -1.3 eV. The HOMO energy (alpha / beta) comes out at -8.4 / -8.4 eV.

Cartesian coordinates (Å):
C  -0.181  -0.209  0.261
C  2.299  -0.516  0.846
O  -0.189  -0.311  1.653
O  1.361  1.757  1.987
S  1.272  0.339  1.996
Cl  1.553  -0.361  3.844
I  4.079  0.495  0.690
H  -0.079  0.820  -0.160
H  -0.380  -1.260  -0.002

Entry 2:
The following is a DFT calculation (ωB97M-V with the def2-TZVPD basis set) of a structure of composition C37H36HoI2N2O5PS4 at a distorted geometry.

The value obtained for the total energy is -5394.7509 Eh. The calculation puts the frontier orbital gap at 0.257 hartree. The relative energy (zero: lowest compared OMol25 entry of this formula, charge and spin) is 335.8 kJ/mol. The value obtained for the lowest unoccupied orbital energy is -0.2 eV. The spin multiplicity is 5. The HOMO energy comes out at -7.2 eV.

Cartesian coordinates (Å):
Ho  0.533  -0.975  1.631
C  -3.101  1.190  1.963
C  -1.808  0.965  2.703
N  -0.776  1.000  1.893
N  0.550  1.260  2.497
C  1.393  1.739  1.556
S  1.539  1.177  -0.068
S  2.802  2.605  2.075
C  2.224  3.252  3.646
C  1.797  4.687  3.487
C  0.714  4.896  2.618
C  0.304  6.223  2.361
C  0.848  7.242  3.083
C  1.936  7.007  3.939
C  2.421  5.711  4.157
C  -1.770  0.393  4.098
C  -2.327  1.079  5.162
C  -2.271  0.557  6.450
C  -1.570  -0.595  6.725
C  -0.784  -1.109  5.738
C  -0.930  -0.693  4.416
O  -0.312  -1.379  3.489
H  -3.111  0.532  1.095
H  -4.032  1.059  2.573
H  -3.207  2.216  1.511
H  1.354  2.701  4.080
H  3.056  3.064  4.340
H  0.184  4.044  2.179
H  -0.393  6.475  1.524
H  0.498  8.224  2.932
H  2.467  7.886  4.290
H  3.305  5.592  4.735
H  -2.907  1.993  5.053
H  -2.907  1.014  7.277
H  -1.585  -1.031  7.677
H  -0.047  -1.920  5.966
I  0.965  4.686  -4.300
C  2.978  3.909  -4.742
I  3.511  1.827  -4.357
H  3.721  4.510  -4.265
H  3.093  3.970  -5.860
O  -0.428  -2.969  1.074
S  -0.264  -2.942  -0.400
O  0.111  -4.175  -1.077
O  0.660  -1.754  -0.594
C  -1.934  -2.460  -0.958
C  -2.997  -2.683  -0.093
C  -4.270  -2.695  -0.649
C  -4.542  -2.338  -1.933
C  -3.487  -1.962  -2.721
C  -2.140  -2.018  -2.249
P  -0.626  -1.366  -3.070
C  0.100  -2.868  -3.620
C  1.473  -3.215  -3.433
C  1.946  -4.412  -3.984
C  1.169  -5.118  -4.890
C  -0.208  -4.892  -5.012
C  -0.681  -3.656  -4.483
C  -1.170  -0.317  -4.414
C  -0.389  -0.311  -5.596
C  -0.826  0.414  -6.740
C  -2.029  1.118  -6.709
C  -2.714  1.202  -5.476
C  -2.220  0.604  -4.329
H  -2.765  -2.912  0.951
H  -5.108  -2.924  -0.021
H  -5.546  -2.401  -2.363
H  -3.672  -1.507  -3.701
H  2.121  -2.606  -2.820
H  2.949  -4.687  -3.652
H  1.594  -5.953  -5.494
H  -0.816  -5.602  -5.607
H  -1.717  -3.375  -4.642
H  0.529  -0.810  -5.680
H  -0.190  0.344  -7.628
H  -2.454  1.519  -7.638
H  -3.559  1.840  -5.381
H  -2.691  0.733  -3.372
C  4.587  -2.598  3.356
S  3.837  -2.051  1.786
C  3.352  -3.752  1.251
O  2.515  -1.449  2.332
H  3.866  -2.677  4.180
H  5.317  -1.886  3.601
H  5.063  -3.553  3.173
H  4.301  -4.249  1.173
H  2.971  -3.469  0.254
H  2.625  -4.148  1.975

Entry 3:
The following is a DFT calculation (ωB97M-V with the def2-TZVPD basis set) of a structure of composition C25H46BFeN7OS3SbSi3.

The value obtained for the total energy is -5030.8396 Eh. The calculation puts the frontier orbital gap (alpha / beta) at 0.283 / 0.234 hartree. The relative energy (zero: lowest compared OMol25 entry of this formula, charge and spin) is 91.1 kJ/mol. The value obtained for the lowest unoccupied orbital energy (alpha / beta) is 0.6 / -0.7 eV. The spin multiplicity is 6. The HOMO energy (alpha / beta) comes out at -7.1 / -7.0 eV.

Cartesian coordinates (Å):
Fe  -0.539  1.944  -0.314
N  -4.739  2.600  -1.284
C  -3.584  2.416  -0.594
S  -2.266  3.527  -0.884
N  -3.517  1.475  0.291
N  -2.263  1.473  0.898
C  -2.275  1.449  2.177
C  -1.103  1.473  3.027
C  -1.291  1.310  4.405
C  -0.235  1.368  5.288
C  1.047  1.609  4.792
C  1.262  1.787  3.443
C  0.196  1.723  2.532
O  0.444  1.874  1.251
H  -4.718  3.172  -2.107
H  -5.437  1.879  -1.210
H  -3.249  1.421  2.665
H  -2.296  1.130  4.770
H  -0.397  1.230  6.348
H  1.887  1.659  5.474
H  2.253  1.975  3.047
C  0.169  1.266  -5.476
N  1.254  1.384  -4.524
C  2.562  1.699  -4.829
C  3.237  1.708  -3.660
N  2.360  1.393  -2.647
B  2.746  1.279  -1.143
N  3.031  2.703  -0.566
C  4.148  3.071  0.143
C  4.000  4.358  0.537
N  2.775  4.775  0.060
C  2.169  6.077  0.256
C  2.197  3.754  -0.606
S  0.669  3.836  -1.389
C  1.148  1.203  -3.189
S  -0.324  0.734  -2.435
H  0.403  1.875  -6.346
H  -0.747  1.624  -5.011
H  0.032  0.229  -5.781
H  2.879  1.887  -5.839
H  4.274  1.906  -3.454
H  3.764  0.642  -1.033
H  1.829  0.763  -0.570
H  4.952  2.377  0.310
H  4.642  5.009  1.102
H  2.844  6.683  0.855
H  1.216  5.966  0.769
H  1.995  6.560  -0.704
C  -0.483  -2.179  3.693
Si  -1.650  -2.640  2.283
C  -1.774  -4.524  2.283
C  -3.399  -2.009  2.581
Sb  -0.758  -1.475  0.187
Si  1.583  -2.499  0.104
C  2.347  -2.281  -1.602
C  2.577  -1.582  1.412
C  1.579  -4.340  0.518
Si  -2.093  -2.634  -1.667
C  -2.718  -4.339  -1.161
C  -1.140  -2.844  -3.279
C  -3.573  -1.511  -1.961
H  -1.017  -2.202  4.648
H  -0.043  -1.186  3.584
H  0.328  -2.908  3.751
H  -2.024  -4.825  3.306
H  -0.844  -5.022  2.011
H  -2.565  -4.892  1.632
H  -3.721  -2.255  3.597
H  -4.089  -2.495  1.887
H  -3.503  -0.932  2.440
H  2.591  -1.238  -1.799
H  1.686  -2.630  -2.393
H  3.274  -2.861  -1.652
H  2.460  -0.504  1.297
H  3.641  -1.821  1.328
H  2.244  -1.857  2.414
H  0.862  -4.895  -0.089
H  1.337  -4.508  1.569
H  2.571  -4.764  0.337
H  -1.931  -4.959  -0.731
H  -3.112  -4.857  -2.041
H  -3.528  -4.264  -0.433
H  -0.176  -3.329  -3.133
H  -0.970  -1.885  -3.769
H  -1.733  -3.479  -3.943
H  -4.216  -1.475  -1.080
H  -4.166  -1.868  -2.808
H  -3.255  -0.487  -2.169

Entry 4:
The following is a DFT calculation (ωB97M-V with the def2-TZVPD basis set) of a structure of composition C23H45FeO5SSi.

The value obtained for the total energy is -3231.0275 Eh. The calculation puts the frontier orbital gap (alpha / beta) at 0.359 / 0.340 hartree. The relative energy (zero: lowest compared OMol25 entry of this formula, charge and spin) is 0.0 kJ/mol. The value obtained for the lowest unoccupied orbital energy (alpha / beta) is -2.3 / -2.8 eV. The net charge is +1. The spin multiplicity is 5. The HOMO energy (alpha / beta) comes out at -12.0 / -12.1 eV.

Cartesian coordinates (Å):
Fe  0.773  0.248  1.924
C  2.373  0.566  5.066
C  2.432  -0.095  3.720
C  3.105  0.515  2.655
C  3.187  -0.094  1.392
C  3.935  0.547  0.261
C  2.565  -1.336  1.214
C  1.871  -1.969  2.251
C  1.164  -3.267  1.994
C  1.797  -1.327  3.494
H  3.272  0.323  5.634
H  1.512  0.224  5.637
H  2.319  1.649  4.969
H  3.566  1.484  2.806
H  4.942  0.128  0.204
H  4.028  1.623  0.401
H  3.438  0.350  -0.688
H  2.566  -1.785  0.230
H  1.871  -4.020  1.643
H  0.411  -3.133  1.215
H  0.677  -3.643  2.892
H  1.250  -1.796  4.303
C  -3.527  -0.547  -2.773
C  -3.166  -1.256  -1.474
C  -3.698  -2.681  -1.472
C  -3.700  -0.488  -0.270
O  -1.734  -1.373  -1.388
Si  -0.591  -0.303  -0.948
O  -0.488  -0.164  0.666
O  -0.975  1.138  -1.620
C  -0.252  2.365  -1.781
C  0.458  2.336  -3.128
C  -1.290  3.476  -1.742
C  0.771  2.557  -0.665
O  0.862  -0.860  -1.473
C  1.176  -1.731  -2.586
C  0.907  -3.168  -2.158
C  0.352  -1.375  -3.816
C  2.656  -1.522  -2.871
H  -4.611  -0.482  -2.880
H  -3.133  -1.101  -3.626
H  -3.109  0.460  -2.787
H  -4.785  -2.685  -1.555
H  -3.415  -3.189  -0.549
H  -3.284  -3.236  -2.314
H  -4.787  -0.420  -0.321
H  -3.289  0.525  -0.248
H  -3.426  -1.009  0.649
H  -0.258  2.127  -3.924
H  1.225  1.560  -3.135
H  0.936  3.295  -3.332
H  -2.026  3.326  -2.533
H  -0.822  4.451  -1.885
H  -1.810  3.473  -0.782
H  1.486  1.729  -0.660
H  0.276  2.616  0.306
H  1.326  3.484  -0.819
H  -0.147  -3.296  -1.909
H  1.509  -3.427  -1.284
H  1.163  -3.859  -2.962
H  -0.710  -1.518  -3.624
H  0.641  -2.017  -4.650
H  0.521  -0.339  -4.109
H  3.262  -1.784  -2.001
H  2.852  -0.481  -3.134
H  2.976  -2.151  -3.703
C  -1.711  3.471  3.959
S  -1.357  2.370  2.606
C  -2.568  1.106  2.923
O  -0.013  1.742  3.029
H  -1.647  2.920  4.896
H  -2.708  3.884  3.811
H  -0.974  4.270  3.930
H  -3.558  1.521  2.732
H  -2.474  0.767  3.954
H  -2.360  0.306  2.214

Which of these has the lowest relative energy (zero: lowest compared OMol25 entry of this formula, charge and spin)? C23H45FeO5SSi

What is the relative energy (zero: lowest compared OMol25 entry of this formula, charge and spin) in the fourth record? 0.0 kJ/mol

Which of these has the lowest relative energy (zero: lowest compared OMol25 entry of this formula, charge and spin)? C23H45FeO5SSi

The lowest relative energy (zero: lowest compared OMol25 entry of this formula, charge and spin) belongs to which entry? C23H45FeO5SSi